# C31H52Cl16N2O4S2

9 unconnected molecules or ions with the total composition C31H52Cl16N2O4S2 in a non-equilibrium geometry (wB97M-V/def2-TZVPD, OMol25).

HOMO level   -0.312 Ha
LUMO   0.009 hartree

```
107
Properties=species:S:1:pos:R:3:forces:R:3:mulliken_charge:R:1
O 4.49317 5.97111 1.86736 -0.827 -0.477 -1.119 -0.46
S 3.84614 6.37218 0.61358 0.715 1.289 -0.465 0.45
O 4.82067 5.87737 -0.66880 -1.330 -0.910 1.519 -0.40
C 5.07728 4.45845 -0.64088 1.481 -1.119 -1.034 -0.04
C 6.39657 4.03253 0.12853 -0.645 -1.206 -0.023 -0.71
C 6.01342 2.81363 1.07615 0.020 0.795 -0.064 -0.25
C 5.75611 1.47217 0.29064 -0.913 0.217 1.685 -0.21
S 7.17382 0.29354 0.32428 0.473 -0.323 0.154 -0.22
C 7.76535 0.17597 2.01421 -0.204 -0.113 1.350 0.57
N 7.55136 -0.72213 2.98029 -0.015 1.466 -1.960 -0.33
N 8.25201 -0.32272 4.07958 1.465 2.122 -0.055 -0.43
C 8.89078 0.80853 3.76695 -1.282 -1.599 -0.999 0.07
O 8.63122 1.15505 2.45983 -0.209 -0.468 0.848 -0.24
O 2.44793 5.50800 0.35007 1.689 -0.304 1.141 -0.31
C 2.17558 4.51099 1.36657 -2.245 -1.725 -0.247 -0.16
C 1.15162 3.46647 0.70520 1.084 0.343 0.409 -0.20
C -0.11852 3.18190 1.60076 -0.293 -1.266 -1.876 -0.73
C -0.52701 1.67846 1.35040 -0.865 -2.130 0.451 0.84
C -1.03293 0.81494 2.43494 0.436 -0.419 -2.482 -0.90
C -1.38848 -0.57098 2.14705 0.591 0.737 -0.650 -0.27
C -1.26100 -1.19024 0.83329 1.198 2.853 -0.682 -1.23
C -0.78232 -0.34182 -0.26281 0.013 1.744 2.415 -0.21
C -0.43835 1.07254 0.03129 -0.411 -1.045 0.804 -0.28
H 4.23203 3.83414 -0.26011 0.343 0.920 -0.218 -0.07
H 5.22405 4.15025 -1.71540 -0.379 0.518 0.971 0.32
H 7.11705 3.60157 -0.61988 -0.439 0.686 0.668 0.33
H 6.88929 4.86794 0.67906 -0.618 -0.622 -0.435 0.32
H 5.06568 3.05317 1.63916 0.951 -0.073 -0.545 0.05
H 6.80689 2.71473 1.85594 -0.619 -0.248 -0.688 0.32
H 5.42884 1.62082 -0.77320 0.769 -0.205 0.833 0.38
H 4.89702 0.94588 0.79056 0.840 0.455 -0.558 0.02
H 9.56187 1.46707 4.34838 -0.601 -0.756 -0.355 0.40
H 3.05851 3.90928 1.67493 -0.438 1.038 -0.051 0.09
H 1.61703 4.95121 2.23837 1.072 -0.037 -0.734 0.41
H 1.72284 2.50887 0.54358 -0.643 0.866 0.169 -0.03
H 0.89409 3.85009 -0.31602 0.002 -0.309 0.988 0.28
H 0.02802 3.40187 2.68400 -0.101 -0.212 -0.874 0.47
H -0.95989 3.78525 1.15779 0.734 -0.269 0.889 0.21
H -1.12105 1.25237 3.45357 -0.009 -0.608 -0.817 0.29
H -1.75805 -1.19085 2.99195 0.313 0.498 -0.712 0.42
H -1.50656 -2.24810 0.60725 0.426 1.068 0.467 0.89
H -0.65102 -0.66582 -1.32105 -0.213 -0.005 1.218 0.36
H -0.05782 1.72172 -0.79831 -0.463 -0.834 0.701 0.18
Cl 1.33000 -3.57705 0.11365 -0.236 -0.132 0.062 -0.15
C 2.88852 -3.01585 -0.51063 0.265 -0.062 -0.154 -0.51
C 3.52811 -2.00314 0.40630 0.366 -0.136 -0.011 -0.49
Cl 2.61120 -0.48599 0.43821 -0.164 0.198 0.045 -0.05
H 2.71943 -2.61071 -1.50811 -0.008 0.071 0.115 0.30
H 3.53741 -3.88744 -0.60391 -0.018 0.042 0.077 0.37
H 4.53466 -1.77319 0.05275 -0.047 -0.001 -0.019 0.23
H 3.60491 -2.36749 1.43018 -0.100 -0.021 -0.090 0.32
Cl -3.14961 0.11649 -2.52868 -0.052 0.002 -0.020 -0.15
C -2.59950 0.19728 -4.22320 -0.079 0.060 -0.027 0.64
C -2.15023 -1.14775 -4.74259 -0.203 0.078 -0.161 -0.47
Cl -0.64326 -1.70238 -3.96597 0.033 -0.041 0.039 -0.20
H -1.80144 0.93723 -4.28402 -0.005 -0.100 0.058 0.41
H -3.44305 0.55785 -4.81435 0.316 -0.231 0.241 -0.89
H -1.94914 -1.08182 -5.81236 0.016 0.074 0.065 0.32
H -2.91156 -1.91120 -4.58567 0.087 0.051 0.103 0.35
Cl -4.25366 -4.86985 -1.09187 0.093 -0.010 -0.055 -0.21
C -4.73608 -4.95032 0.62451 -0.052 -0.164 0.162 0.48
C -5.13126 -3.59958 1.17123 -0.152 -0.062 0.108 -0.59
Cl -3.73836 -2.49429 1.30210 -0.740 -0.278 0.000 -0.10
H -3.90856 -5.38255 1.18744 0.017 0.145 -0.056 0.29
H -5.58366 -5.63543 0.68383 0.308 0.267 -0.072 -0.54
H -5.54237 -3.71353 2.17522 0.044 -0.097 -0.048 0.31
H -5.88564 -3.12071 0.54741 0.117 -0.033 -0.030 0.37
Cl -6.21723 3.65858 -7.98987 0.038 0.003 -0.021 -0.20
C -6.74038 2.33397 -6.91842 -0.116 -0.188 0.071 -0.56
C -5.62880 1.86494 -6.00904 -0.302 0.169 0.174 0.12
Cl -4.33163 1.03075 -6.90670 -0.148 0.124 -0.457 -0.21
H -7.11745 1.52392 -7.54202 0.101 0.082 -0.025 0.35
H -7.56820 2.71729 -6.32129 0.114 0.013 0.042 0.34
H -6.02069 1.15120 -5.28267 -0.029 0.001 -0.085 0.34
H -5.18149 2.69722 -5.46191 -0.154 -0.246 -0.287 -0.21
Cl -10.48568 -8.04647 0.54137 -0.019 0.035 -0.002 -0.19
C -8.84330 -8.25744 -0.11706 0.111 -0.023 -0.097 -0.45
C -7.77428 -7.98881 0.91627 0.100 -0.284 -0.100 0.12
Cl -7.69504 -6.26596 1.37108 -0.460 -0.075 0.177 -0.21
H -8.73869 -7.60104 -0.98033 -0.030 0.024 0.119 0.33
H -8.77078 -9.28891 -0.46292 0.042 0.032 0.100 0.31
H -6.79579 -8.25551 0.51485 -0.059 0.034 -0.021 -0.27
H -7.93851 -8.56964 1.82303 -0.055 0.123 -0.034 0.35
Cl 7.04665 4.68319 8.46728 0.038 -0.006 0.009 -0.19
C 7.62130 4.80561 6.78612 -0.011 0.086 -0.153 -0.41
C 8.11237 3.47924 6.25286 -0.153 0.011 -0.108 -0.32
Cl 9.61929 2.94948 7.04660 -0.006 -0.039 -0.037 -0.19
H 8.40210 5.56454 6.75026 -0.007 -0.110 0.069 0.34
H 6.77916 5.15509 6.18793 0.025 -0.100 0.007 0.26
H 8.32902 3.56748 5.18740 -0.007 0.107 0.057 0.19
H 7.36776 2.69461 6.38457 0.077 0.051 0.092 0.33
Cl -4.42384 -9.65557 -0.34347 -0.054 0.011 -0.005 -0.20
C -3.11356 -8.72597 0.42918 0.189 0.138 0.069 -0.18
C -3.05478 -8.95532 1.92296 0.190 -0.083 -0.067 -0.51
Cl -4.45865 -8.25289 2.76630 -0.076 0.016 -0.015 -0.15
H -3.26114 -7.67266 0.19050 -0.078 -0.086 0.012 0.02
H -2.18058 -9.05106 -0.03177 -0.053 -0.042 0.067 0.36
H -2.16566 -8.47756 2.33545 -0.057 0.043 -0.080 0.30
H -3.01264 -10.01698 2.16365 -0.104 0.072 -0.046 0.37
Cl -5.85546 5.82449 -3.67392 -0.008 -0.053 0.004 -0.18
C -4.09654 6.10308 -3.62020 0.136 0.087 0.049 -0.33
C -3.35476 5.25140 -4.62382 0.069 0.220 -0.137 -0.64
Cl -3.39990 3.52168 -4.19837 0.286 0.145 0.268 -0.11
H -3.75478 5.91219 -2.60344 -0.071 -0.082 -0.080 0.29
H -3.93568 7.15871 -3.84083 -0.006 -0.076 -0.076 0.31
H -2.30458 5.54311 -4.65354 -0.054 -0.017 0.082 0.35
H -3.76722 5.36406 -5.62652 -0.060 -0.070 0.097 0.32
```
Positions in Å, forces in eV/Å.

# C31H52F12NO12PS4

A molecular structure, C31H52F12NO12PS4 (wB97M-V/def2-TZVPD, OMol25).

Energy relative to the best compared isomer or geometry (same formula, charge and spin)   0.000 eV
HOMO level   -0.307 Ha
LUMO   0.005 hartree

```
113
Properties=species:S:1:pos:R:3:forces:R:3:mulliken_charge:R:1
C -2.90296 -1.34531 4.38312 0.020 -0.176 0.001 -1.08
C -3.64572 -2.34071 3.46997 0.041 0.473 -0.230 -0.55
C -3.03965 -2.42082 2.06100 0.224 0.163 0.178 -0.88
C -3.53241 -1.25916 1.21418 -0.278 -0.309 -0.151 -0.53
N -3.13558 -1.33140 -0.21643 0.492 0.169 -0.071 0.13
C -1.71704 -1.65799 -0.39919 0.450 0.135 -0.007 -1.18
C -1.30731 -1.72764 -1.86786 -0.276 -0.224 -0.134 -0.52
C -0.03239 -2.54471 -2.09277 0.001 0.034 0.341 -1.25
C 1.18449 -2.18721 -1.25117 0.060 -0.516 -0.122 -0.36
O 1.93791 -1.06044 -1.75831 -0.249 0.225 0.103 -0.37
P 1.61839 0.38866 -1.22332 0.139 -0.129 0.328 1.07
O 1.14240 0.49490 0.15560 -0.023 0.008 -0.179 -0.72
O 0.57851 1.06124 -2.24954 0.063 -0.098 -0.118 -0.04
S 0.74996 0.83889 -3.90655 -0.101 0.029 0.087 -0.08
O 2.99187 1.11201 -1.54433 -0.168 -0.033 -0.055 -0.37
C 3.32164 2.29888 -0.79066 0.399 0.299 0.062 -0.73
C 2.33929 3.44006 -0.95553 -0.204 -0.013 -0.087 -0.60
C 2.18797 3.90127 -2.41351 0.007 -0.204 -0.013 -0.23
S 2.34965 5.70517 -2.55477 0.020 0.181 0.041 -0.26
C -3.55444 -0.13545 -0.82636 -0.326 0.092 -0.095 0.10
S -2.67250 1.21852 -1.00688 0.150 -0.054 -0.034 -0.28
S -5.22028 -0.32616 -1.36526 0.002 -0.189 0.425 -0.13
C -5.98964 1.26942 -1.03026 -0.220 0.208 -0.271 -1.01
C -6.55266 1.41920 0.37748 -0.013 0.392 0.091 -0.10
C -5.51323 1.81472 1.44482 -0.189 0.062 0.053 -1.03
H -1.91065 -1.11296 3.99103 -0.001 0.001 0.014 0.27
H -2.76405 -1.75960 5.38154 -0.041 0.071 0.041 0.34
H -3.44586 -0.40638 4.48494 0.039 0.030 -0.008 0.27
H -4.67042 -1.97596 3.35925 -0.145 -0.370 0.142 0.29
H -3.67245 -3.33148 3.92006 -0.020 -0.004 0.005 0.40
H -3.25297 -3.37734 1.57954 -0.151 0.046 -0.036 0.39
H -1.95466 -2.33848 2.16952 0.014 -0.210 -0.068 0.26
H -3.17220 -0.30935 1.63438 0.044 -0.051 0.045 0.41
H -4.62493 -1.24107 1.23281 0.051 0.064 0.013 0.52
H -1.06254 -0.96609 0.14952 -0.098 0.091 -0.013 0.46
H -1.55352 -2.64998 0.02802 -0.157 0.001 0.039 0.57
H -1.24829 -0.73656 -2.31096 0.133 0.060 0.071 0.24
H -2.11274 -2.24633 -2.39892 0.010 0.068 -0.054 0.51
H -0.25724 -3.58324 -1.82398 0.014 -0.012 -0.093 0.48
H 0.25519 -2.53923 -3.14572 -0.023 0.008 0.003 0.36
H 0.93425 -2.03782 -0.20015 -0.019 0.237 -0.034 0.52
H 1.88192 -3.02471 -1.29208 0.082 0.089 -0.064 0.23
H 1.99046 1.34278 -4.01274 0.054 0.024 -0.045 0.07
H 3.45162 2.03726 0.25920 -0.185 -0.094 0.005 0.33
H 4.29605 2.60699 -1.17287 -0.008 -0.099 -0.068 0.41
H 2.70163 4.26297 -0.33548 0.046 -0.027 0.022 0.64
H 1.36161 3.16390 -0.55551 0.039 0.004 0.067 0.20
H 2.94731 3.42319 -3.03564 0.031 0.096 -0.011 0.23
H 1.21980 3.61254 -2.81436 -0.005 0.014 0.033 0.14
H 1.37191 5.92366 -3.44031 -0.020 -0.063 -0.058 0.15
H -5.28945 2.07045 -1.26996 0.110 -0.088 0.013 0.45
H -6.79589 1.34563 -1.76319 -0.001 -0.105 0.002 0.42
H -7.11119 0.53325 0.68072 0.062 -0.079 -0.091 0.19
H -7.29395 2.22145 0.31844 -0.038 -0.038 -0.020 0.45
H -5.81916 2.73521 1.94371 0.001 -0.005 0.010 0.38
H -5.41733 1.06389 2.22926 0.130 -0.076 -0.088 0.10
H -4.53666 2.00641 1.00249 0.028 -0.117 0.064 0.35
C -11.52020 -2.08033 3.58454 0.108 0.100 0.079 -1.09
C -11.96370 -1.08449 2.53781 -0.151 -0.216 -0.071 -0.22
O -11.47531 0.24398 2.83928 0.022 0.039 -0.023 -0.34
C -10.22969 0.49888 2.48020 -0.027 0.052 0.011 0.35
O -9.46211 -0.23741 1.93445 0.014 -0.015 0.003 -0.52
C -9.87187 1.96281 2.83153 0.029 -0.056 -0.005 0.93
F -10.28408 2.28804 4.06075 0.051 0.003 -0.084 -0.26
F -10.45958 2.79299 1.95672 0.050 -0.036 0.066 -0.27
F -8.55493 2.13897 2.76261 -0.108 0.051 0.040 -0.22
H -11.83383 -1.75560 4.57665 -0.049 -0.027 -0.009 0.31
H -11.96540 -3.05321 3.37812 -0.011 -0.001 -0.006 0.37
H -10.43652 -2.18996 3.58528 -0.005 -0.024 -0.043 0.31
H -13.04584 -0.98005 2.52222 0.010 0.079 0.041 0.32
H -11.62928 -1.36928 1.54122 0.084 0.050 0.016 0.32
C 6.24440 -2.60507 -0.01528 0.103 -0.168 -0.026 -1.23
C 5.03228 -3.27013 0.59492 -0.094 0.348 -0.025 0.18
O 5.10367 -4.71041 0.46269 -0.030 -0.039 0.046 -0.34
C 5.83553 -5.33966 1.36418 -0.033 -0.034 -0.034 0.38
O 6.44208 -4.86531 2.27768 0.026 0.005 0.002 -0.52
C 5.78977 -6.86397 1.10171 0.037 0.048 0.002 0.92
F 5.95622 -7.14085 -0.19825 0.002 -0.019 0.089 -0.25
F 4.61025 -7.36395 1.49009 0.084 0.011 -0.027 -0.27
F 6.75776 -7.47224 1.78608 -0.175 -0.002 -0.051 -0.22
H 6.36172 -2.90788 -1.05591 -0.040 0.053 -0.018 0.32
H 6.12716 -1.52256 0.02279 -0.017 0.005 -0.003 0.37
H 7.15188 -2.87459 0.52408 -0.017 0.037 0.041 0.39
H 4.12251 -2.99018 0.06848 0.002 -0.083 -0.042 -0.02
H 4.91411 -3.00792 1.64526 0.059 -0.116 0.034 0.34
C 1.92418 9.98947 -4.16504 -0.138 0.117 -0.039 -1.15
C 1.38382 9.57873 -2.81412 0.288 -0.187 -0.051 -0.10
O 0.33064 10.46773 -2.37832 -0.051 -0.003 0.020 -0.33
C -0.87092 10.22399 -2.87387 -0.006 0.036 0.048 0.34
O -1.18368 9.35645 -3.63371 -0.007 -0.001 -0.019 -0.51
C -1.89074 11.22844 -2.28589 0.003 -0.017 -0.039 0.89
F -1.40784 12.47626 -2.29449 -0.067 -0.075 0.008 -0.25
F -2.16916 10.89431 -1.01657 0.003 0.050 -0.084 -0.25
F -3.02032 11.20612 -2.98718 0.083 0.016 0.088 -0.24
H 2.26323 11.02521 -4.14073 0.058 -0.021 0.018 0.31
H 2.76545 9.35084 -4.43370 0.007 -0.005 0.012 0.37
H 1.15987 9.89851 -4.93597 0.008 -0.054 0.003 0.32
H 2.14966 9.65360 -2.04595 -0.066 0.081 0.054 0.32
H 1.00827 8.55645 -2.82338 -0.101 0.039 -0.003 0.27
C 9.83340 -7.55103 1.43218 0.254 0.078 0.072 -1.10
C 9.67444 -6.92800 0.06565 -0.262 -0.184 0.003 -0.04
O 10.60577 -5.83815 -0.13075 0.030 0.026 -0.029 -0.34
C 11.83092 -6.17867 -0.49245 -0.009 0.057 -0.003 0.30
O 12.25796 -7.27838 -0.68021 0.015 -0.012 0.004 -0.51
C 12.68377 -4.90401 -0.69942 0.013 -0.040 0.019 0.93
F 12.50254 -4.02637 0.29394 0.041 -0.042 -0.081 -0.24
F 12.33131 -4.31129 -1.85176 0.041 -0.016 0.084 -0.25
F 13.97516 -5.21386 -0.76157 -0.108 0.058 -0.010 -0.24
H 9.73035 -6.79503 2.21082 -0.087 -0.011 -0.004 0.29
H 9.07095 -8.31221 1.58151 -0.007 -0.010 -0.012 0.33
H 10.81240 -8.01793 1.53652 -0.010 -0.023 -0.052 0.39
H 8.69421 -6.47148 -0.05051 0.041 0.081 0.010 0.14
H 9.80550 -7.65926 -0.73096 0.112 0.026 -0.002 0.32
```
Positions in Å, forces in eV/Å.